(1)
ORCA calculation (ωB97M-V/def2-TZVPD) on a cluster of 2 separate species, CH7NS2 in total.

Element x y z (Å)
S 2.1697 -0.4431 -0.9963
S 3.0390 0.1812 -3.0465
H 2.8240 -1.6075 -0.9589
H 1.9378 -0.1372 -3.7335
C -1.0467 0.0547 1.6229
N -2.0322 0.6636 0.7864
H -0.0086 0.0102 1.2850
H -1.3470 -0.9984 1.7295
H -1.1156 0.3975 2.6554
H -2.0291 1.6607 0.6906
H -2.3914 0.2183 -0.0346

Results
Kohn-Sham gap (alpha / beta), eV: 4.515 / 7.378
Strongest force on any atom, eV/A: 2.247
Net charge: -1
Multiplicity: 2
Energy relative to the best compared isomer or geometry (same formula, charge and spin), kcal per mole: 4.5
LUMO energy (alpha / beta), eV: 3.891 / 3.731
Energy, Eh: -893.402830



(2)
ORCA calculation (ωB97M-V/def2-TZVPD) on a cluster of 2 separate species, CH7NS2 in total.

Element x y z (Å)
C -2.9275 1.4310 -0.9569
S -2.5792 0.0197 0.1565
S -1.2328 0.5876 1.6175
H -2.0003 1.7131 -1.4516
H -3.3905 2.2887 -0.4830
H -3.5525 0.9357 -1.6958
H -0.1196 0.8963 0.9022
N 3.8718 -1.9444 0.4881
H 3.8810 -2.5419 1.3033
H 4.6328 -1.2901 0.4912
H 3.4167 -2.0955 -0.3715

Results
Kohn-Sham gap, eV: 9.400
Strongest force on any atom, eV/A: 1.964
Structure (SMILES): CSS.N
Energy relative to the best compared isomer or geometry (same formula, charge and spin), kcal per mole: 10.7
LUMO energy, eV: 0.668
Energy, Eh: -893.403675



(3)
ORCA calculation (ωB97M-V/def2-TZVPD) on a cluster of 3 separate species, CH7O2S in total.

Element x y z (Å)
C -0.9334 0.7098 0.6830
S 0.3098 -0.3136 -0.1557
H -0.9015 1.0196 1.7996
H -1.9257 0.0630 0.6488
H -1.0192 1.5941 0.0743
H 2.6468 -0.4831 1.5354
H 1.2130 -0.9853 1.5787
O 2.0344 -0.9147 2.1528
H -0.8661 -0.0532 -2.1731
H 0.0841 -0.6541 -3.0641
O -0.6423 0.0174 -3.0795

Results
Kohn-Sham gap, eV: 7.115
Strongest force on any atom, eV/A: 2.953
Net charge: -1
Energy relative to the best compared isomer or geometry (same formula, charge and spin), kcal per mole: 15.7
LUMO energy, eV: 4.104
Energy, Eh: -590.987369



(4)
ORCA calculation (ωB97M-V/def2-TZVPD) on a cluster of 4 separate species, CH7O5 in total.

Element x y z (Å)
O 1.3319 -0.4082 1.9826
C 0.2143 0.0495 1.6145
O -0.2530 0.1445 0.3638
H -0.4755 0.5104 2.3606
H -3.2596 0.2517 0.0005
H -2.1865 0.4617 0.9285
O -3.0975 0.0025 0.9101
H -0.1489 -0.0055 -1.6382
H 0.7382 0.8118 -2.5083
O -0.0792 0.1443 -2.5732
H 1.9736 -1.1606 -0.9115
H 2.4817 -0.1930 0.1404
O 2.7604 -0.6089 -0.6697

Results
Kohn-Sham gap, eV: 9.465
Strongest force on any atom, eV/A: 4.127
Net charge: -1
Energy relative to the best compared isomer or geometry (same formula, charge and spin), kcal per mole: 20.1
LUMO energy, eV: 3.974
Energy, Eh: -418.575228



(5)
ORCA calculation (ωB97M-V/def2-TZVPD) on a cluster of 4 separate species, CH7O5 in total.

Element x y z (Å)
O -1.0301 -1.0711 -1.2394
C 0.2319 -0.8239 -1.3988
O 0.9125 -0.2027 -0.4986
H 0.7480 -1.2102 -2.3345
H 1.7422 1.7671 1.7663
H 2.6146 0.7664 1.1553
O 2.6699 1.4388 1.8101
H 0.6076 1.6536 -0.3848
H -0.6943 2.0230 0.3143
O 0.2429 2.3486 0.1520
H -2.1787 -2.1460 -0.3919
H -3.2050 -1.9269 0.7604
O -2.6615 -2.6167 0.2897

Results
Kohn-Sham gap, eV: 9.156
Strongest force on any atom, eV/A: 3.419
Net charge: -1
Energy relative to the best compared isomer or geometry (same formula, charge and spin), kcal per mole: 15.2
LUMO energy, eV: 3.955
Energy, Eh: -418.583040



(6)
ORCA calculation (ωB97M-V/def2-TZVPD) on a cluster of 4 separate species, CH7O5 in total.

Element x y z (Å)
O -0.0291 0.7281 1.3819
C 0.7754 1.1026 0.4205
O 1.0641 0.4613 -0.6751
H 1.3773 2.0499 0.7367
H 1.9466 -0.7547 -3.6005
H 1.4428 0.2829 -2.5936
O 1.9514 0.1628 -3.3801
H -0.5315 -0.2596 -1.0258
H -1.5597 -0.6450 0.0100
O -1.4435 -0.7307 -0.9790
H -0.9775 -0.6809 2.8732
H -2.4562 -0.8941 3.1967
O -1.5601 -0.8226 3.6348

Results
Kohn-Sham gap, eV: 9.266
Strongest force on any atom, eV/A: 3.527
Net charge: -1
Energy relative to the best compared isomer or geometry (same formula, charge and spin), kcal per mole: 17.4
LUMO energy, eV: 3.844
Energy, Eh: -418.579655



(7)
ORCA calculation (ωB97M-V/def2-TZVPD) on a cluster of 2 separate species, CH7OS in total.

Element x y z (Å)
O -1.4374 1.4810 -0.3920
H 0.2384 -2.2575 0.8155
H -2.1856 0.8935 -0.5292
H -1.8611 2.4251 -0.3173
C 1.3390 -0.4080 -0.2192
S 0.1632 -0.8815 1.1056
H 2.2184 -1.0868 -0.2590
H 1.7668 0.5409 0.1910
H 0.7996 -0.3717 -1.2052
H -1.0413 -0.3350 0.8098

Results
Kohn-Sham gap, eV: 11.712
Strongest force on any atom, eV/A: 2.946
Net charge: +1
Energy relative to the best compared isomer or geometry (same formula, charge and spin), kcal per mole: 19.3
LUMO energy, eV: -4.403
Energy, Eh: -515.399611



(8)
ORCA calculation (ωB97M-V/def2-TZVPD) on a cluster of 3 separate species, CH7OS2 in total.

Element x y z (Å)
O -3.6444 0.1578 1.5657
H 1.0412 1.3904 -0.2339
H -0.1078 -0.8606 1.6638
H -3.9755 1.0705 1.7862
C 1.7736 -1.1281 -1.2549
S 1.8650 0.6447 -1.0411
S -0.6845 -0.1368 0.6754
H 1.1540 -1.1956 -2.1759
H 1.2588 -1.7307 -0.4920
H 2.8245 -1.4139 -1.3372
H -2.6162 0.0668 1.5264

Results
Kohn-Sham gap (alpha / beta), eV: 2.409 / 5.071
Strongest force on any atom, eV/A: 2.976
Net charge: +2
Multiplicity: 2
Energy relative to the best compared isomer or geometry (same formula, charge and spin), kcal per mole: 21.4
LUMO energy (alpha / beta), eV: -15.593 / -14.877
Energy, Eh: -912.877124



(9)
ORCA calculation (ωB97M-V/def2-TZVPD) on a structure of composition CH8AsBIO.

Element x y z (Å)
C -1.5387 0.7345 -0.4231
B -0.1215 0.1147 -0.6800
O 0.3668 -0.0628 -1.9517
As 1.1412 -0.4182 0.8778
I -0.7025 -2.7062 1.1530
H -1.9698 0.3675 0.5097
H -1.4623 1.8280 -0.3335
H -2.2092 0.5168 -1.2591
H 0.2474 0.7077 -2.5198
H 0.1926 0.3679 1.9423
H 1.9166 -1.0105 2.0862
H 2.0780 -1.2914 -0.1103
H 2.0615 0.8520 0.7085

Results
Kohn-Sham gap, eV: 6.343
Strongest force on any atom, eV/A: 1.509
Net charge: -1
LUMO energy, eV: 3.023
Energy, Eh: -2676.432443



(10)
ORCA calculation (ωB97M-V/def2-TZVPD) on a structure of composition CH8B2Na6O3.

Element x y z (Å)
Na 10.9259 20.8812 -15.8008
Na 10.8945 22.1943 -19.1365
Na 14.6662 23.9550 -16.8001
Na 9.9876 24.2755 -14.8137
Na 13.1758 22.4634 -14.1780
Na 13.8774 23.8180 -20.1295
C 11.7928 23.7217 -16.9233
O 12.3997 23.9985 -15.7966
O 12.4937 23.7827 -17.9638
O 10.6350 23.2024 -16.9445
B 13.5324 21.2421 -20.0533
H 13.3363 21.4875 -18.9196
H 12.7832 21.7775 -20.7456
H 14.5629 21.6714 -20.3468
H 13.4594 20.1047 -20.2345
B 10.4960 19.6599 -18.3043
H 10.0460 20.5522 -17.7726
H 11.1494 19.0140 -17.5800
H 9.5615 19.1121 -18.7136
H 11.0841 20.1478 -19.1452

Results
Kohn-Sham gap, eV: 5.050
Strongest force on any atom, eV/A: 3.382
Net charge: +2
Energy relative to the best compared isomer or geometry (same formula, charge and spin), kcal per mole: 0.0
LUMO energy, eV: -8.998
Energy, Eh: -1291.676649



(11)
ORCA calculation (ωB97M-V/def2-TZVPD) on a structure of composition CH8B2NaO3.

Element x y z (Å)
Na 1.3214 0.3835 0.3441
C -0.5351 0.5672 2.8590
O 0.5571 -0.0669 2.6839
O -0.9519 1.2066 1.9088
O -1.2385 0.3321 3.8589
B 0.5003 -1.9320 -0.6680
H -0.1663 -1.1947 -0.2482
H -0.0620 -2.4679 -1.4169
H 1.3834 -1.4311 -1.0334
H 0.8513 -2.6128 0.0920
B -0.3404 1.4466 -1.6924
H -0.1325 2.2788 -1.0379
H -1.1554 1.6939 -2.3549
H 0.5669 1.1963 -2.2200
H -0.5984 0.6002 -1.0750

Results
Kohn-Sham gap (alpha / beta), eV: 5.648 / 5.652
Strongest force on any atom, eV/A: 4.749
Net charge: -2
Multiplicity: 2
LUMO energy (alpha / beta), eV: 4.262 / 4.265
Energy, Eh: -480.448931



(12)
ORCA calculation (ωB97M-V/def2-TZVPD) on a structure of composition CH8FFeO7.

Element x y z (Å)
Fe 0.7812 -0.3410 -0.0395
F 2.8683 -0.3598 0.0086
C -0.8500 -2.2344 -0.6198
O -1.1390 -1.2028 -0.0452
O 0.3396 -2.2307 -0.8820
O -1.7047 -3.1575 -0.7706
O 0.6352 0.7190 -1.9657
H 0.4925 0.0991 -2.6810
H 0.1102 1.4835 -2.2024
O 0.7463 1.7696 0.5622
H 0.5748 2.6132 0.1437
H 0.9641 1.9907 1.4677
O -2.1676 1.1366 -0.4188
H -1.9843 0.1972 -0.4005
H -2.2209 1.3887 0.5031
O 0.8632 -0.5257 2.0689
H 0.4049 -0.0740 2.7775
H 1.2865 -1.2716 2.4939

Results
Kohn-Sham gap (alpha / beta), eV: 5.260 / 5.546
Strongest force on any atom, eV/A: 9.531
Net charge: -1
Multiplicity: 5
Energy relative to the best compared isomer or geometry (same formula, charge and spin), kcal per mole: 0.0
LUMO energy (alpha / beta), eV: 2.253 / 2.225
Energy, Eh: -1933.252763



- What is the formula in the fourth record?
  CH7O5



- Among the records above, which one has the lowest energy?
  CH8AsBIO



Please write out number 1 again, unchanged.
ORCA calculation (ωB97M-V/def2-TZVPD) on a cluster of 2 separate species, CH7NS2 in total.

Element x y z (Å)
S 2.1697 -0.4431 -0.9963
S 3.0390 0.1812 -3.0465
H 2.8240 -1.6075 -0.9589
H 1.9378 -0.1372 -3.7335
C -1.0467 0.0547 1.6229
N -2.0322 0.6636 0.7864
H -0.0086 0.0102 1.2850
H -1.3470 -0.9984 1.7295
H -1.1156 0.3975 2.6554
H -2.0291 1.6607 0.6906
H -2.3914 0.2183 -0.0346

Results
Kohn-Sham gap (alpha / beta), eV: 4.515 / 7.378
Strongest force on any atom, eV/A: 2.247
Net charge: -1
Multiplicity: 2
Energy relative to the best compared isomer or geometry (same formula, charge and spin), kcal per mole: 4.5
LUMO energy (alpha / beta), eV: 3.891 / 3.731
Energy, Eh: -893.402830